[1]
Below is the molecule C23H32N4O2, with properties calculated with ωB97M-V/def2-TZVPD.

Geometry as XYZ:
```
61
Properties=species:S:1:pos:R:3:lowdin_charge:R:1
C 4.887 4.202 0.311 -0.055
H 5.589 4.050 -0.505 0.079
H 4.586 5.246 0.325 0.076
H 5.383 3.959 1.247 0.074
C 3.666 3.301 0.140 -0.379
N 4.086 1.919 0.139 -0.150
C 3.900 0.997 -0.825 -0.019
C 4.462 -0.183 -0.380 -0.207
C 4.960 0.145 0.892 -0.104
N 4.728 1.409 1.185 0.093
H 5.478 -0.486 1.587 0.108
C 4.463 -1.522 -1.050 -0.155
N 3.279 -2.331 -0.788 -0.159
C 3.113 -2.650 0.618 -0.190
C 2.023 -3.705 0.782 -0.104
H 2.314 -4.615 0.256 0.123
H 1.890 -3.933 1.840 0.122
C 0.700 -3.209 0.197 -0.326
C 0.931 -2.770 -1.253 -0.107
C 2.062 -1.747 -1.316 -0.190
H 2.237 -1.460 -2.356 0.124
H 1.760 -0.846 -0.753 0.124
H 1.200 -3.646 -1.843 0.125
H 0.022 -2.330 -1.667 0.110
H -0.038 -4.023 0.238 0.144
O 0.265 -2.128 1.006 -0.019
C -1.020 -1.698 0.949 -0.253
C -1.314 -0.590 1.748 0.010
C -2.590 -0.074 1.795 -0.011
C -3.606 -0.635 1.028 -0.161
C -3.318 -1.740 0.242 -0.031
C -2.041 -2.272 0.196 -0.008
H -1.861 -3.138 -0.422 0.106
H -4.105 -2.211 -0.331 0.122
C -4.998 -0.095 1.127 -0.436
O -5.647 -0.144 2.157 0.073
N -5.493 0.439 -0.011 -0.046
C -4.727 0.745 -1.206 -0.148
C -5.693 1.550 -2.079 -0.165
H -6.253 0.879 -2.732 0.112
C -6.638 2.190 -1.063 -0.165
H -6.166 3.061 -0.607 0.114
C -6.796 1.079 -0.032 -0.140
H -7.559 0.356 -0.344 0.129
H -7.044 1.430 0.972 0.122
H -7.586 2.492 -1.500 0.109
H -5.175 2.281 -2.696 0.108
H -3.841 1.336 -0.943 0.130
H -4.389 -0.166 -1.706 0.113
H -2.810 0.771 2.430 0.122
H -0.518 -0.161 2.337 0.119
H 4.060 -3.043 0.996 0.125
H 2.842 -1.762 1.212 0.125
H 4.536 -1.395 -2.135 0.121
H 5.329 -2.098 -0.711 0.122
H 3.404 1.234 -1.746 0.127
C 2.653 3.522 1.262 -0.052
H 1.781 2.887 1.119 0.076
H 2.331 4.559 1.283 0.076
H 3.112 3.271 2.215 0.076
H 3.193 3.493 -0.831 0.142
```

Computed properties:
Highest occupied orbital energy: -8.5 eV
Energy above the lowest of the compared OMol25 structures with the same formula, charge and spin: 228.7 kJ/mol
HOMO-LUMO gap: 9.038 eV
E_tot: -34426.079 eV
LUMO level: 0.583 eV

[2]
Below is C23H33AsN2OOsS as an isolated structure at a distorted geometry, with properties calculated with ωB97M-V/def2-TZVPD.

Geometry as XYZ:
```
62
Properties=species:S:1:pos:R:3:lowdin_charge:R:1
Os 0.448 0.117 0.134 1.318
N 0.848 1.241 -1.598 -0.006
C 1.207 2.624 -1.250 -0.216
C 1.270 3.679 -2.124 0.062
C 1.688 4.939 -1.648 0.017
C 2.045 5.112 -0.335 0.061
C 1.975 4.027 0.575 -0.110
C 2.346 4.094 1.929 0.119
C 2.267 2.963 2.733 0.029
C 1.793 1.782 2.206 -0.060
N 1.399 1.669 0.911 -0.136
C 1.522 2.785 0.092 -0.174
H 0.034 1.234 -2.218 0.146
H 1.604 0.823 -2.146 0.127
H 1.021 3.559 -3.172 0.147
H 1.741 5.770 -2.339 0.144
H 2.390 6.077 0.016 0.151
H 2.705 5.030 2.346 0.161
H 2.563 3.000 3.773 0.145
H 1.694 0.889 2.810 0.124
C -7.874 0.264 -1.570 0.023
C -6.560 -0.114 -1.026 -0.132
C -5.911 -1.292 -1.485 0.032
C -4.707 -1.662 -0.978 -0.021
C -4.108 -0.872 0.074 -0.463
C -4.740 0.336 0.519 -0.007
C -5.928 0.694 -0.028 0.044
S -2.788 -1.588 0.752 1.226
C -2.795 -1.181 2.493 -0.200
O -1.099 -0.672 0.425 -0.692
H -7.809 0.367 -2.661 0.134
H -8.263 1.182 -1.140 0.107
H -8.589 -0.551 -1.396 0.138
H -6.390 -1.905 -2.238 0.153
H -4.223 -2.570 -1.316 0.132
H -4.292 0.950 1.290 0.128
H -6.426 1.595 0.304 0.147
H -2.779 -0.107 2.660 0.076
H -1.939 -1.673 2.949 0.075
H -3.722 -1.615 2.875 0.102
C 4.454 0.092 -0.208 -0.124
C 3.758 -1.068 -0.907 -0.369
As 2.153 -1.706 -0.013 1.170
C 2.603 -2.331 1.770 -0.372
C 3.842 -3.232 1.769 -0.106
C 1.317 -3.111 -1.077 -0.375
C 2.348 -4.070 -1.677 -0.113
H 5.404 0.287 -0.705 0.106
H 4.678 -0.133 0.836 0.082
H 3.870 1.014 -0.250 0.051
H 4.387 -1.963 -0.921 0.094
H 3.500 -0.858 -1.947 0.084
H 1.720 -2.857 2.138 0.083
H 2.756 -1.448 2.391 0.062
H 3.692 -4.141 1.189 0.076
H 4.043 -3.533 2.797 0.105
H 4.729 -2.717 1.401 0.080
H 0.731 -2.622 -1.858 0.069
H 0.628 -3.619 -0.400 0.082
H 3.017 -3.571 -2.377 0.083
H 1.813 -4.840 -2.233 0.103
H 2.941 -4.573 -0.916 0.075
```

Computed properties:
Highest occupied orbital energy (spin up / spin down): -20.4 / -20.4 eV
Charge: +4
Energy above the lowest of the compared OMol25 structures with the same formula, charge and spin: 8.4 kJ/mol
HOMO-LUMO gap (spin up / spin down): 5.839 / 5.839 eV
E_tot: -103512.405 eV
LUMO level (spin up / spin down): -14.549 / -14.549 eV

[3]
Below is C23H33AuN4O7S as an isolated structure, with properties calculated with ωB97M-V/def2-TZVPD.

Geometry as XYZ:
```
69
Properties=species:S:1:pos:R:3:lowdin_charge:R:1
Au -0.453 1.187 1.359 1.441
C -2.149 -2.295 -2.248 0.012
N -1.673 -0.932 -1.980 -0.103
C -1.440 -0.094 -3.159 0.024
C -1.469 -0.497 -0.768 -0.366
O -0.986 0.681 -0.590 -0.087
C -1.831 -1.427 0.395 -0.072
O -2.090 -0.625 1.533 -0.198
C -2.001 -1.225 2.808 -0.097
C -1.314 -0.239 3.761 -0.374
O -0.851 0.901 3.389 -0.096
N -1.240 -0.563 5.023 -0.090
C -1.829 -1.808 5.533 0.015
C -0.557 0.311 5.985 0.026
H -2.000 -2.492 -3.305 0.109
H -3.211 -2.393 -2.024 0.110
H -1.568 -3.024 -1.688 0.105
H -2.381 0.016 -3.698 0.113
H -0.707 -0.580 -3.800 0.107
H -1.072 0.879 -2.860 0.090
H -0.972 -2.088 0.561 0.145
H -2.707 -2.023 0.143 0.140
H -1.372 -2.114 2.781 0.137
H -2.995 -1.500 3.169 0.146
H -2.896 -1.858 5.319 0.103
H -1.702 -1.824 6.610 0.105
H -1.322 -2.673 5.108 0.113
H 0.162 0.935 5.468 0.097
H -0.044 -0.315 6.710 0.106
H -1.284 0.940 6.497 0.113
C -3.932 4.453 1.219 0.000
C -4.148 3.276 1.921 -0.003
C -3.148 2.328 1.967 -0.072
N -1.979 2.527 1.346 -0.090
C -1.760 3.657 0.656 -0.079
C -2.717 4.646 0.577 -0.007
H -4.703 5.210 1.170 0.133
H -5.082 3.088 2.431 0.128
H -3.263 1.396 2.497 0.114
H -0.799 3.757 0.167 0.129
H -2.506 5.548 0.023 0.130
C 3.797 2.005 -5.890 -0.034
C 3.318 1.000 -4.883 -0.250
C 2.622 1.393 -3.745 -0.026
C 2.178 0.459 -2.818 -0.073
C 2.446 -0.882 -3.030 -0.295
C 3.150 -1.302 -4.156 -0.035
C 3.572 -0.361 -5.074 -0.011
S 1.982 -2.095 -1.846 0.656
O 1.799 -3.362 -2.479 -0.264
O 0.908 -1.539 -1.046 -0.298
N 3.332 -2.201 -0.934 -0.127
C 3.541 -1.203 0.113 -0.185
C 2.844 -1.545 1.436 -0.055
C 1.545 -0.872 1.807 -0.558
O 0.852 -1.309 2.702 0.068
O 1.220 0.213 1.127 -0.151
H 3.452 3.009 -5.651 0.079
H 3.445 1.748 -6.889 0.092
H 4.887 2.020 -5.928 0.094
H 2.427 2.447 -3.583 0.116
H 1.640 0.763 -1.929 0.099
H 3.351 -2.354 -4.307 0.123
H 4.114 -0.682 -5.955 0.129
H 3.655 -3.146 -0.774 0.130
H 3.203 -0.247 -0.287 0.108
H 4.612 -1.114 0.283 0.130
H 3.518 -1.387 2.281 0.139
H 2.579 -2.603 1.450 0.136
```

Computed properties:
Highest occupied orbital energy: -13.5 eV
Charge: +2
Energy above the lowest of the compared OMol25 structures with the same formula, charge and spin: 0.0 kJ/mol
HOMO-LUMO gap: 5.436 eV
E_tot: -59191.149 eV
LUMO level: -8.099 eV

[4]
Below is C23H33BF2N5O4Os as an isolated structure at a distorted geometry, with properties calculated with ωB97M-V/def2-TZVPD.

Geometry as XYZ:
```
69
Properties=species:S:1:pos:R:3:lowdin_charge:R:1
Os -0.220 -0.186 0.102 1.657
O -0.710 0.972 4.517 0.082
C 0.581 0.780 4.834 -0.242
C 0.973 0.892 6.165 0.003
C 2.290 0.697 6.527 -0.046
C 3.257 0.391 5.566 -0.066
C 2.893 0.287 4.246 -0.008
C 1.558 0.478 3.852 -0.081
C 1.202 0.370 2.468 -0.356
O -0.070 0.254 2.078 -0.243
N 2.136 0.419 1.535 0.128
N 1.702 0.247 0.319 -0.191
C 2.554 0.598 -0.687 -0.048
C 2.250 0.586 -2.041 -0.157
C 3.193 1.130 -2.950 -0.027
C 2.987 1.102 -4.311 -0.072
C 1.823 0.542 -4.829 -0.060
C 0.841 0.048 -3.974 -0.002
C 1.010 0.058 -2.589 -0.330
O 0.041 -0.386 -1.831 -0.208
H -0.815 0.838 3.554 0.070
H 0.217 1.125 6.899 0.124
H 2.577 0.763 7.565 0.114
H 4.284 0.232 5.861 0.110
H 3.605 0.023 3.481 0.116
H 3.507 0.991 -0.350 0.130
H 4.089 1.573 -2.543 0.116
H 3.737 1.513 -4.970 0.110
H 1.666 0.495 -5.893 0.108
H -0.073 -0.370 -4.366 0.121
C -1.782 2.591 -2.274 -0.052
C -0.634 3.030 -1.371 -0.232
O -0.657 2.326 -0.132 -0.271
C -1.328 2.986 0.943 -0.256
C -0.351 3.746 1.833 -0.040
H -1.711 3.091 -3.235 0.088
H -2.744 2.837 -1.826 0.072
H -1.727 1.516 -2.441 0.059
H -0.677 4.109 -1.192 0.130
H 0.324 2.802 -1.848 0.120
H -1.815 2.200 1.528 0.099
H -2.097 3.659 0.550 0.127
H 0.475 3.093 2.106 0.070
H -0.856 4.078 2.736 0.089
H 0.057 4.614 1.321 0.082
F -0.302 -3.134 -0.339 0.210
B 0.205 -2.163 0.387 -0.764
F 1.003 -2.590 1.345 0.208
C -2.132 -2.090 2.612 -0.022
N -3.293 -1.870 1.783 -0.125
C -4.299 -2.906 1.917 -0.029
C -3.358 -0.949 0.806 -0.382
N -2.304 -0.374 0.257 0.012
N -4.610 -0.625 0.366 -0.169
C -5.699 -0.348 1.279 -0.040
C -4.822 -0.136 -0.977 -0.042
H -2.459 -2.254 3.641 0.113
H -1.470 -1.231 2.592 0.056
H -1.580 -2.972 2.284 0.098
H -3.792 -3.870 1.951 0.103
H -4.975 -2.908 1.067 0.098
H -4.870 -2.792 2.841 0.100
H -2.612 0.410 -0.315 0.051
H -5.409 -0.561 2.302 0.090
H -6.574 -0.946 1.019 0.100
H -5.968 0.712 1.217 0.101
H -4.126 -0.621 -1.658 0.102
H -4.726 0.953 -1.062 0.093
H -5.834 -0.407 -1.281 0.101
```

Computed properties:
Highest occupied orbital energy (spin up / spin down): -8.5 / -11.1 eV
Charge: +1
Energy above the lowest of the compared OMol25 structures with the same formula, charge and spin: 1.6 kJ/mol
HOMO-LUMO gap (spin up / spin down): 6.431 / 5.723 eV
E_tot: -48600.923 eV
Multiplicity: 5
LUMO level (spin up / spin down): -2.079 / -5.361 eV